No. 1
Below is a molecular structure, C32H42Br37N6O3 in a non-equilibrium geometry, with properties calculated with ωB97M-V with the def2-TZVPD basis set.

Calculated values
E_LUMO ... -2.3202 eV
HOMO energy ... -0.415 Eh
Gap between HOMO and LUMO ... 0.3293 Eh

ORCA input file:
```
! RIJCOSX wB97M-V def2-TZVPD def2/J DEFGRID3
* xyz 1 1
C 1.837 4.121 -2.286
C 0.737 3.187 -1.828
C 0.495 1.889 -2.661
Br 1.784 1.634 -4.109
N 0.426 0.694 -1.850
C -0.580 -0.178 -1.488
N -1.887 -0.119 -1.796
C -2.579 0.905 -2.570
C -2.700 2.229 -1.817
O -2.858 3.286 -2.752
C -3.967 4.079 -2.501
C -3.695 5.458 -2.011
O -5.054 3.653 -2.699
C -2.754 -1.142 -1.288
C -3.470 -0.884 -0.133
C -4.331 -1.807 0.405
C -4.444 -3.001 -0.293
C -3.728 -3.151 -1.478
N -2.875 -2.260 -1.986
N -0.105 -1.162 -0.727
C 1.181 -0.915 -0.578
N 1.547 0.182 -1.211
C 2.930 0.679 -1.153
C 3.672 0.132 0.031
N 4.132 -1.255 -0.070
C 5.428 -1.481 0.569
C 5.236 -1.763 2.074
C 4.108 -1.808 -1.392
C 5.166 -1.424 -2.395
O 3.265 -2.602 -1.700
H 2.821 3.672 -2.255
H 1.606 4.547 -3.258
H 1.858 4.958 -1.591
H -0.218 3.700 -1.783
H 0.951 2.843 -0.815
H -0.419 2.033 -3.205
H -2.169 1.037 -3.568
H -3.592 0.557 -2.734
H -3.607 2.158 -1.215
H -1.886 2.389 -1.109
H -2.689 5.799 -2.209
H -3.879 5.538 -0.942
H -4.393 6.140 -2.487
H -3.349 0.069 0.367
H -4.890 -1.633 1.314
H -5.119 -3.772 0.035
H -3.865 -4.063 -2.045
H 1.782 -1.593 0.018
H 3.414 0.541 -2.113
H 2.905 1.759 -1.031
H 3.031 0.239 0.911
H 4.523 0.786 0.214
H 6.106 -0.628 0.458
H 5.930 -2.334 0.120
H 5.691 -0.995 2.689
H 4.173 -1.863 2.261
H 5.706 -2.710 2.323
H 5.597 -2.368 -2.711
H 5.968 -0.829 -1.970
H 4.705 -0.963 -3.262
C -3.020 -6.602 2.037
Br -2.766 -5.259 0.671
Br -3.156 -8.360 1.261
Br -1.690 -6.536 3.413
H -3.970 -6.388 2.504
C 0.766 -2.799 3.473
Br 1.003 -1.441 2.112
Br -1.040 -2.838 4.110
Br 1.345 -4.501 2.805
H 1.408 -2.547 4.305
C -5.106 -2.739 5.207
Br -3.481 -2.164 6.054
Br -4.883 -2.867 3.287
Br -5.765 -4.378 5.949
H -5.849 -1.977 5.389
C 5.349 4.432 0.275
Br 5.551 3.087 -1.086
Br 4.734 6.097 -0.451
Br 4.202 3.802 1.688
H 6.328 4.602 0.698
C -0.747 1.796 3.851
Br 0.151 2.466 2.271
Br -2.261 0.716 3.379
Br 0.485 0.873 5.001
H -1.116 2.654 4.393
C 9.987 6.313 0.636
Br 8.093 6.648 0.499
Br 10.331 4.528 1.258
Br 10.882 6.680 -1.018
H 10.377 6.994 1.377
C -0.556 8.823 -1.379
Br -2.108 9.063 -2.482
Br -0.603 7.123 -0.469
Br 1.063 9.061 -2.382
H -0.580 9.589 -0.618
C -7.688 -0.353 -2.105
Br -5.944 -0.243 -1.273
Br -7.949 1.011 -3.431
Br -7.982 -2.113 -2.811
H -8.424 -0.188 -1.332
C -1.332 -10.467 4.040
Br -1.678 -9.574 5.706
Br 0.550 -10.549 3.662
Br -2.150 -12.202 3.979
H -1.786 -9.870 3.263
C 5.880 -1.812 6.406
Br 4.346 -2.027 5.262
Br 7.499 -2.296 5.494
Br 5.972 -0.037 7.129
H 5.759 -2.494 7.235
C 3.568 -5.150 -4.403
Br 2.143 -4.737 -5.623
Br 3.560 -7.000 -3.892
Br 5.279 -4.621 -5.114
H 3.402 -4.567 -3.508
C -11.915 2.593 -3.171
Br -13.641 2.340 -3.970
Br -11.566 4.444 -2.794
Br -11.697 1.502 -1.602
H -11.176 2.267 -3.888
*
```

Mulliken atomic charge list, values in e, 99 entries: -1.523, 0.288, -0.810, -0.038, -0.142, 0.188, 0.686, -1.694, -0.172, -0.305, 0.712, -0.891, -0.491, -0.291, -0.554, -0.714, -0.466, -1.141, -0.602, -0.283, -2.198, 1.217, 0.644, -1.293, 0.992, -0.781, -0.974, 0.132, -1.339, -0.537, 0.376, 0.408, 0.268, 0.362, -0.054, 0.610, 0.890, 0.333, 0.629, 0.247, 0.166, 0.304, 0.377, 0.507, 1.051, 0.738, 0.511, 1.795, -0.108, 0.038, -0.006, 0.293, 0.418, 0.515, 0.441, -0.041, 0.418, 0.402, 0.337, 0.390, -0.393, 0.112, -0.077, 0.038, 0.412, -0.284, 0.596, 0.106, -0.042, 0.118, -0.353, -0.058, 0.177, -0.018, 0.380, -0.152, -0.034, 0.009, -0.033, 0.180, -0.510, -0.016, 0.052, -0.014, 0.460, -0.322, 0.033, -0.024, 0.008, 0.342, -0.314, -0.020, -0.040, -0.006, 0.365, -0.413, 0.179, -0.035, -0.036

=====

No. 2
Below is 2 unconnected molecules or ions with the total composition C3H5Cl3O2 in a non-equilibrium geometry, with properties calculated with ωB97M-V with the def2-TZVPD basis set.

Calculated values
E_LUMO ... 0.4779 eV
Relative energy (zero: lowest compared OMol25 entry of this formula, charge and spin) ... 119.0 kJ/mol
HOMO energy ... -0.334 Eh
Gap between HOMO and LUMO ... 0.3513 Eh

ORCA input file:
```
! RIJCOSX wB97M-V def2-TZVPD def2/J DEFGRID3
* xyz 0 1
C 0.302 1.097 -0.364
C 0.653 -0.399 -0.570
C 0.232 -1.427 1.227
O -0.148 -0.889 -1.513
O -0.982 -1.936 1.114
Cl 2.321 -0.706 -0.961
Cl 0.338 -0.402 2.603
Cl 1.388 -2.790 1.512
H 1.147 1.784 -0.048
H -0.604 1.117 0.322
H -0.022 1.619 -1.250
H 0.161 -1.569 -2.082
H -1.064 -2.836 0.734
*
```

Electronic structure analysis, natural (NBO) charges in units of e: -0.684, 0.290, 0.182, -0.707, -0.716, -0.027, 0.018, -0.081, 0.240, 0.239, 0.233, 0.501, 0.512

=====

No. 3
Below is a molecular structure, C26H26IrN4O3Se4 in a non-equilibrium geometry, with properties calculated with ωB97M-V with the def2-TZVPD basis set.

Calculated values
E_LUMO (spin up / spin down) ... -3.8266 / -4.1140 eV
Relative energy (zero: lowest compared OMol25 entry of this formula, charge and spin) ... 65.8 kJ/mol
HOMO energy (spin up / spin down) ... -0.321 / -0.376 Eh
Gap between HOMO and LUMO (spin up / spin down) ... 0.1802 / 0.2248 Eh

ORCA input file:
```
! RIJCOSX wB97M-V def2-TZVPD def2/J DEFGRID3
* xyz 1 5
Ir 0.582 0.088 -0.289
C -1.419 3.746 -1.667
O -2.277 2.599 -1.782
C -1.590 1.563 -1.309
N -0.365 1.796 -0.925
C -0.035 3.173 -1.270
C 0.617 3.984 -0.179
C 1.263 5.162 -0.534
C 1.807 5.975 0.445
C 1.733 5.603 1.777
C 1.102 4.422 2.131
C 0.530 3.618 1.156
C -2.077 0.203 -1.309
C -3.286 -0.311 -1.765
C -3.465 -1.689 -1.767
C -2.465 -2.533 -1.282
C -1.298 -1.964 -0.798
N -1.117 -0.629 -0.851
C -0.162 -2.597 -0.152
N 0.841 -1.862 0.225
C 1.742 -2.684 1.021
C 1.140 -4.102 0.829
O -0.111 -3.885 0.157
C 3.204 -2.618 0.648
C 4.128 -3.089 1.576
C 5.477 -3.119 1.271
C 5.922 -2.653 0.044
C 5.008 -2.173 -0.878
C 3.654 -2.170 -0.584
H -1.806 4.400 -0.880
H -1.419 4.272 -2.618
H 0.647 3.134 -2.132
H 1.339 5.439 -1.576
H 2.296 6.895 0.167
H 2.165 6.231 2.540
H 1.062 4.123 3.169
H 0.020 2.703 1.429
H -4.055 0.355 -2.124
H -4.380 -2.117 -2.149
H -2.579 -3.606 -1.268
H 1.642 -2.348 2.062
H 0.937 -4.628 1.761
H 1.768 -4.722 0.185
H 3.785 -3.438 2.540
H 6.180 -3.509 1.991
H 6.974 -2.673 -0.199
H 5.341 -1.805 -1.836
H 2.949 -1.820 -1.328
Se 2.610 0.951 0.823
Se 4.052 1.793 -0.623
Se 2.948 1.092 -3.413
Se 1.284 -0.258 -2.934
C -3.446 1.800 3.657
N -2.109 1.292 3.413
C -1.055 1.462 4.397
C -1.804 0.719 2.255
O -0.685 0.314 1.951
H -3.554 2.054 4.707
H -4.195 1.047 3.405
H -3.645 2.694 3.061
H -1.483 1.728 5.358
H -0.355 2.237 4.082
H -0.497 0.531 4.490
H -2.663 0.631 1.569
*
```

Electronic structure analysis, natural (NBO) charges in units of e: 0.746, -0.082, -0.447, 0.545, -0.467, -0.120, 0.038, -0.225, -0.193, -0.203, -0.188, -0.260, 0.086, -0.156, -0.181, -0.151, 0.095, -0.363, 0.554, -0.457, -0.123, -0.080, -0.443, 0.033, -0.228, -0.198, -0.201, -0.184, -0.251, 0.204, 0.218, 0.232, 0.214, 0.225, 0.224, 0.212, 0.223, 0.252, 0.245, 0.253, 0.226, 0.214, 0.212, 0.209, 0.223, 0.224, 0.222, 0.222, -0.026, 0.016, -0.011, -0.178, -0.412, -0.403, -0.415, 0.540, -0.677, 0.226, 0.213, 0.206, 0.216, 0.208, 0.227, 0.117

=====

No. 4
Below is a single C4H8O molecule in a non-equilibrium geometry, with properties calculated with ωB97M-V with the def2-TZVPD basis set.

Calculated values
E_LUMO (spin up / spin down) ... -0.3723 / -1.2578 eV
Relative energy (zero: lowest compared OMol25 entry of this formula, charge and spin) ... 402.4 kJ/mol
HOMO energy (spin up / spin down) ... -0.351 / -0.321 Eh
Gap between HOMO and LUMO (spin up / spin down) ... 0.3375 / 0.2748 Eh

ORCA input file:
```
! RIJCOSX wB97M-V def2-TZVPD def2/J DEFGRID3
* xyz 0 1
C -1.289 -0.817 -0.031
C -0.211 0.197 -0.424
C 1.263 -0.375 0.060
C -0.043 1.418 0.384
O -0.096 0.560 -1.662
H -1.282 -1.061 1.037
H -2.267 -0.403 -0.295
H -1.139 -1.731 -0.614
H 1.281 -0.630 1.123
H 2.080 0.303 -0.195
H 1.351 -1.272 -0.554
H -0.158 2.357 -0.153
H 0.509 1.453 1.322
*
```

Electronic structure analysis, natural (NBO) charges in units of e: -0.635, 0.162, -0.557, -0.155, -0.504, 0.210, 0.227, 0.218, 0.206, 0.229, 0.228, 0.198, 0.174

=====

No. 5
Below is a single C5H10O molecule, with properties calculated with ωB97M-V with the def2-TZVPD basis set.

Calculated values
E_LUMO ... 1.0263 eV
Relative energy (zero: lowest compared OMol25 entry of this formula, charge and spin) ... 102.1 kJ/mol
HOMO energy ... -0.372 Eh
SMILES ... OCC1CCC1
Gap between HOMO and LUMO ... 0.4093 Eh

ORCA input file:
```
! RIJCOSX wB97M-V def2-TZVPD def2/J DEFGRID3
* xyz 0 1
O -0.425 1.883 -1.926
C -0.343 1.554 -0.552
C 0.385 0.251 -0.274
C 0.670 -0.075 1.210
C 0.218 -1.531 0.960
C -0.398 -1.085 -0.386
H -0.883 1.162 -2.376
H 0.201 2.382 -0.083
H -1.346 1.519 -0.091
H 1.302 0.225 -0.872
H -0.005 0.465 1.885
H 1.698 0.076 1.555
H 1.065 -2.209 0.825
H -0.461 -1.969 1.697
H -1.482 -0.930 -0.314
H -0.196 -1.717 -1.257
*
```

Electronic structure analysis, natural (NBO) charges in units of e: -0.713, -0.053, -0.244, -0.399, -0.396, -0.409, 0.461, 0.180, 0.151, 0.208, 0.199, 0.208, 0.202, 0.203, 0.196, 0.205

=====

No. 6
Below is 8 unconnected molecules or ions with the total composition C6H25NO8 in a non-equilibrium geometry, with properties calculated with ωB97M-V with the def2-TZVPD basis set.

Calculated values
E_LUMO (spin up / spin down) ... -4.6299 / -8.3335 eV
Relative energy (zero: lowest compared OMol25 entry of this formula, charge and spin) ... 333.1 kJ/mol
HOMO energy (spin up / spin down) ... -0.499 / -0.499 Eh
Gap between HOMO and LUMO (spin up / spin down) ... 0.3287 / 0.1925 Eh

ORCA input file:
```
! RIJCOSX wB97M-V def2-TZVPD def2/J DEFGRID3
* xyz 1 2
C -0.047 2.219 -0.906
O 1.188 1.908 -0.205
C -0.999 2.896 0.092
C -1.256 1.957 1.259
C -2.234 0.854 1.027
C -3.476 0.967 0.448
C -1.831 -0.621 2.755
N -1.802 -0.373 1.517
H 0.413 2.907 -1.615
H -0.465 1.314 -1.358
H 1.081 1.235 0.477
H -1.761 3.335 -0.539
H -0.439 3.699 0.591
H -0.338 1.570 1.699
H -1.829 2.376 2.139
H -3.710 1.846 -0.147
H -4.109 0.089 0.351
H -1.479 -1.620 3.046
H -2.084 -0.024 3.624
H -0.556 -1.076 0.042
H 0.836 -1.203 -0.943
O 0.162 -1.516 -0.385
H 0.515 -2.995 1.125
H -0.081 -4.168 0.397
O 0.321 -3.933 1.231
H 2.381 0.756 2.214
H 1.527 -0.590 1.933
O 1.518 0.347 2.118
H -1.127 -2.228 -1.879
H -0.145 -3.330 -2.040
O -1.088 -3.154 -2.110
H 3.786 1.140 -0.388
H 4.370 0.441 0.751
O 3.730 1.146 0.577
H 2.452 0.738 -1.115
H 2.191 0.770 -2.672
O 2.806 0.502 -1.989
H 0.256 -0.707 -4.037
H -0.689 -1.873 -3.818
O 0.220 -1.604 -3.700
*
```

Electronic structure analysis, natural (NBO) charges in units of e: -0.078, -0.761, -0.450, -0.492, 0.332, -0.118, 0.058, -0.373, 0.227, 0.159, 0.490, 0.235, 0.254, 0.293, 0.291, 0.234, 0.238, 0.227, 0.214, 0.495, 0.524, -1.016, 0.464, 0.478, -0.944, 0.525, 0.495, -0.989, 0.464, 0.478, -0.941, 0.489, 0.476, -0.961, 0.485, 0.476, -0.970, 0.462, 0.486, -0.950